# 1
The following is a DFT calculation (ωB97M-V/def2-TZVPD) of a structure of composition C40H38Co2O10P2 at a distorted geometry.

The value obtained for the energy above the lowest of the compared OMol25 structures with the same formula, charge and spin is 1.038 eV. As for the LUMO energy: 3.74 eV. The value obtained for the frontier orbital gap is 4.99 eV. For the largest force on an atom, the calculation gives 4.86 eV/Å.

Geometry as ORCA input:
```
! wB97M-V def2-TZVPD RIJCOSX def2/J DEFGRID3
* xyz -2 1
C 1.887 0.848 6.805
C 0.597 0.249 6.281
O 0.722 -1.166 5.957
P -0.447 -2.181 6.500
C -1.441 -0.925 7.232
C -2.895 -0.900 7.146
O -3.639 -1.166 8.079
O -3.355 -0.574 5.900
C -4.678 -1.114 5.641
C -4.640 -2.594 5.346
O -1.171 -3.016 5.505
O 0.317 -3.128 7.568
C 0.106 -4.582 7.472
C 1.305 -5.364 7.954
H 1.743 1.927 6.898
H 2.142 0.471 7.802
H 2.718 0.675 6.121
H -0.218 0.375 7.056
H 0.223 0.779 5.397
H -1.211 -0.795 8.285
H -5.318 -0.947 6.516
H -5.034 -0.550 4.779
H -5.375 -2.877 4.589
H -3.656 -2.931 5.012
H -4.857 -3.160 6.255
H -0.794 -4.802 8.057
H -0.087 -4.818 6.419
H 1.184 -6.412 7.665
H 2.229 -4.999 7.493
H 1.373 -5.339 9.045
O -3.530 1.189 -0.153
C -2.490 1.137 -0.655
Co -0.894 1.076 -1.407
C -0.536 -0.643 -1.182
O -0.552 -1.787 -1.016
C -1.608 1.105 -3.015
O -2.314 1.113 -3.938
C 0.361 2.351 -1.156
C -0.073 1.780 0.022
C -0.166 1.807 1.383
C -0.082 0.572 2.082
C -0.917 0.332 3.196
C -1.137 -0.979 3.586
C -0.334 -2.014 3.095
C 0.612 -1.749 2.113
C 0.706 -0.482 1.560
Co 1.253 1.298 -2.530
C 1.807 -0.334 -2.292
O 2.329 -1.373 -2.246
C 2.566 2.414 -2.441
O 3.425 3.194 -2.392
P 1.050 1.346 -4.629
C 0.316 -0.070 -5.539
C 0.393 -0.118 -6.940
C -0.128 -1.210 -7.640
C -0.697 -2.278 -6.938
C -0.758 -2.242 -5.544
C -0.256 -1.140 -4.842
C 0.105 2.799 -5.246
C -0.943 2.695 -6.168
C -1.635 3.839 -6.580
C -1.282 5.093 -6.074
C -0.221 5.206 -5.172
C 0.462 4.063 -4.749
C 2.648 1.498 -5.553
C 2.934 2.559 -6.423
C 4.138 2.583 -7.137
C 5.061 1.545 -6.994
C 4.783 0.485 -6.125
C 3.581 0.459 -5.410
H 0.412 3.441 -1.305
H -0.482 2.719 1.881
H -1.439 1.169 3.675
H -1.909 -1.159 4.324
H -0.448 -3.019 3.482
H 1.280 -2.530 1.770
H 1.402 -0.255 0.743
H 0.860 0.701 -7.489
H -0.085 -1.229 -8.730
H -1.088 -3.141 -7.480
H -1.198 -3.074 -4.994
H -0.291 -1.120 -3.748
H -1.217 1.729 -6.582
H -2.449 3.743 -7.299
H -1.831 5.983 -6.386
H 0.088 6.182 -4.798
H 1.281 4.152 -4.032
H 2.214 3.363 -6.566
H 4.344 3.409 -7.819
H 5.991 1.552 -7.568
H 5.495 -0.332 -6.010
H 3.359 -0.387 -4.756
*
```



# 2
The following is a DFT calculation (ωB97M-V/def2-TZVPD) of a structure of composition C40H38N4STl.

The value obtained for the energy above the lowest of the compared OMol25 structures with the same formula, charge and spin is 0.000 eV. As for the LUMO energy: -2.94 eV. The value obtained for the frontier orbital gap is 6.91 eV. For the largest force on an atom, the calculation gives 0.40 eV/Å.

Geometry as ORCA input:
```
! wB97M-V def2-TZVPD RIJCOSX def2/J DEFGRID3
* xyz 1 1
Tl 0.557 0.592 0.124
C 3.847 2.180 -1.419
C 3.356 1.033 -2.247
C 3.736 0.952 -3.586
C 3.327 -0.121 -4.349
C 2.581 -1.120 -3.744
C 2.259 -0.980 -2.404
N 2.600 0.089 -1.677
C 1.507 -2.059 -1.697
C 1.632 -3.381 -2.109
C 0.915 -4.360 -1.449
C 0.069 -3.992 -0.419
C -0.008 -2.654 -0.060
N 0.727 -1.720 -0.670
C -1.012 -2.183 0.944
C -1.738 -3.058 1.738
C -2.751 -2.543 2.531
C -3.015 -1.187 2.496
C -2.222 -0.362 1.707
C -2.447 1.118 1.642
N -1.230 -0.870 0.971
H 4.860 1.973 -1.067
H 3.220 2.337 -0.548
H 3.876 3.097 -2.006
H 4.339 1.742 -4.014
H 3.584 -0.185 -5.398
H 2.233 -1.970 -4.312
H 2.298 -3.640 -2.918
H 0.998 -5.397 -1.745
H -0.541 -4.733 0.075
H -1.527 -4.116 1.743
H -3.337 -3.201 3.160
H -3.820 -0.759 3.078
H -1.781 1.634 2.338
H -3.475 1.366 1.903
H -2.249 1.490 0.635
C 0.381 0.091 3.794
C 0.379 1.544 3.659
C 1.212 1.907 2.651
C 1.762 0.671 2.029
C 1.221 -0.429 2.867
C 1.743 -1.828 2.789
C 3.249 0.556 1.724
C 1.578 3.319 2.312
C -0.384 2.498 4.529
C -0.364 -0.658 4.856
H 1.710 -2.239 1.779
H 1.192 -2.501 3.444
H 2.793 -1.865 3.096
H 3.475 -0.218 0.991
H 3.786 0.304 2.645
H 3.671 1.493 1.368
H 0.765 3.861 1.822
H 2.454 3.372 1.662
H 1.819 3.878 3.218
H 0.297 3.144 5.090
H -1.008 1.980 5.255
H -1.031 3.157 3.945
H -0.527 -1.700 4.577
H -1.342 -0.217 5.057
H 0.184 -0.655 5.802
S -3.550 1.173 -3.131
C -3.890 -0.508 -2.948
C -5.051 -1.204 -3.281
C -5.083 -2.561 -3.041
C -3.976 -3.216 -2.487
C -2.828 -2.525 -2.164
C -2.780 -1.146 -2.386
N -1.696 -0.314 -2.116
C -1.960 0.901 -2.462
C -1.046 2.052 -2.298
C -1.223 3.133 -3.164
C -0.456 4.278 -3.058
C 0.493 4.363 -2.058
C 0.675 3.292 -1.193
C -0.068 2.117 -1.292
H -5.902 -0.695 -3.713
H -5.972 -3.126 -3.285
H -4.020 -4.285 -2.321
H -1.971 -3.041 -1.758
H -1.964 3.074 -3.952
H -0.606 5.097 -3.749
H 1.087 5.262 -1.940
H 1.405 3.400 -0.405
*
```



# 3
The following is a DFT calculation (ωB97M-V/def2-TZVPD) of a structure of composition C40H39Cl3N6OS2Sb2V.

As for the LUMO energy (spin up / spin down): -6.05 / -6.04 eV. The value obtained for the frontier orbital gap (spin up / spin down) is 6.43 / 6.44 eV. For the largest force on an atom, the calculation gives 0.33 eV/Å.

Geometry as ORCA input:
```
! wB97M-V def2-TZVPD RIJCOSX def2/J DEFGRID3
* xyz 2 2
V -0.289 -0.089 0.234
S -4.607 -5.309 -3.130
N -4.055 -3.902 -3.684
C -3.367 -3.346 -2.699
C -2.703 -2.062 -2.757
C -2.729 -1.232 -3.881
C -2.061 -0.029 -3.823
C -1.372 0.310 -2.661
N -1.333 -0.469 -1.584
C -2.002 -1.642 -1.624
C -1.964 -2.461 -0.413
N -1.276 -1.966 0.638
C -1.235 -2.676 1.761
C -1.863 -3.908 1.906
C -2.556 -4.431 0.836
C -2.609 -3.699 -0.354
C -3.317 -4.144 -1.533
N -3.966 -5.291 -1.654
H -3.273 -1.540 -4.763
H -2.059 0.656 -4.657
H -0.833 1.247 -2.594
H -0.676 -2.242 2.580
H -1.796 -4.435 2.846
H -3.057 -5.388 0.893
C 2.009 -1.692 3.545
Sb 1.307 0.033 2.513
C 3.174 0.995 2.221
C 0.513 1.153 4.164
C 0.214 2.567 3.754
C 1.262 3.487 3.735
C 1.069 4.805 3.356
C -0.203 5.235 3.004
C -1.257 4.338 3.036
C -1.075 3.001 3.396
C -2.261 2.079 3.346
Sb -2.340 1.201 1.387
C -3.071 2.870 0.298
C -4.097 0.006 1.477
H 2.767 -1.386 4.263
H 2.444 -2.409 2.851
H 1.197 -2.174 4.088
H 3.666 1.133 3.182
H 3.035 1.961 1.739
H 3.801 0.364 1.592
H 1.251 1.130 4.966
H -0.368 0.626 4.527
H 2.249 3.167 4.048
H 1.901 5.497 3.363
H -0.380 6.268 2.736
H -2.257 4.687 2.803
H -3.187 2.630 3.510
H -2.219 1.285 4.090
H -4.115 3.045 0.553
H -2.991 2.702 -0.775
H -2.481 3.748 0.555
H -4.915 0.573 1.918
H -3.919 -0.885 2.079
H -4.385 -0.300 0.471
Cl 6.074 5.605 -8.211
C 5.024 5.042 -6.962
C 4.899 3.677 -6.736
C 4.036 3.236 -5.751
C 3.285 4.130 -4.993
C 2.307 3.611 -3.963
C 3.050 3.364 -2.653
N 2.150 2.907 -1.597
C 1.656 3.667 -0.563
C 0.825 2.861 0.147
N 0.794 1.614 -0.451
C 1.604 1.691 -1.501
O 1.708 2.384 -4.326
C 0.631 2.501 -5.265
C 1.068 2.753 -6.671
C 1.621 1.795 -7.472
Cl 1.882 0.152 -7.037
S 2.116 2.392 -8.994
C 1.559 3.960 -8.591
C 1.033 4.010 -7.340
C 3.465 5.487 -5.222
Cl 2.591 6.658 -4.269
C 4.321 5.962 -6.202
H 5.465 2.978 -7.335
H 3.906 2.173 -5.591
H 1.525 4.358 -3.784
H 3.511 4.290 -2.314
H 3.832 2.618 -2.793
H 1.940 4.696 -0.431
H 0.266 3.084 1.042
H 1.814 0.903 -2.205
H -0.050 3.294 -4.934
H 0.115 1.542 -5.203
H 1.647 4.762 -9.305
H 0.627 4.911 -6.901
H 4.432 7.023 -6.371
*
```



# 4
The following is a DFT calculation (ωB97M-V/def2-TZVPD) of a structure of composition C40H39FMnN12O3P.

The value obtained for the energy above the lowest of the compared OMol25 structures with the same formula, charge and spin is 0.094 eV. As for the LUMO energy (spin up / spin down): -3.38 / -3.38 eV. The value obtained for the frontier orbital gap (spin up / spin down) is 6.10 / 6.13 eV. For the largest force on an atom, the calculation gives 0.17 eV/Å.

Geometry as ORCA input:
```
! wB97M-V def2-TZVPD RIJCOSX def2/J DEFGRID3
* xyz 1 4
Mn 0.749 -0.717 -2.142
C -2.230 -1.223 0.701
C -3.249 -1.614 -0.327
C -4.595 -1.500 0.008
C -5.598 -1.873 -0.869
C -5.261 -2.387 -2.111
C -3.929 -2.510 -2.463
C -2.908 -2.118 -1.590
P -1.167 -2.367 -2.094
C -1.283 -3.064 -3.764
C -1.795 -2.139 -4.682
C -1.903 -2.438 -6.024
C -1.491 -3.687 -6.464
C -1.012 -4.615 -5.558
C -0.901 -4.340 -4.194
C -0.394 -5.438 -3.295
C -0.427 -3.497 -0.899
C -1.099 -4.296 0.010
C -0.370 -5.036 0.932
C 1.017 -4.961 0.934
C 1.687 -4.163 0.014
C 0.968 -3.431 -0.923
C 1.605 -2.637 -2.004
H -2.597 -0.360 1.258
H -1.271 -0.972 0.255
H -2.062 -2.034 1.413
H -4.853 -1.102 0.982
H -6.636 -1.766 -0.582
H -6.029 -2.694 -2.808
H -3.688 -2.927 -3.429
H -2.113 -1.161 -4.334
H -2.276 -1.696 -6.716
H -1.542 -3.939 -7.515
H -0.708 -5.593 -5.911
H -0.294 -6.359 -3.867
H -1.075 -5.632 -2.467
H 0.582 -5.207 -2.868
H -2.183 -4.333 0.007
H -0.882 -5.661 1.651
H 1.584 -5.534 1.657
H 2.769 -4.124 0.009
H 1.447 -3.030 -3.010
H 2.661 -2.426 -1.856
F -1.896 2.115 3.165
C -0.590 2.115 2.824
C -0.172 1.289 1.827
C 1.179 1.245 1.474
C 1.607 0.455 0.334
O 0.816 -0.381 -0.198
C 2.927 0.685 -0.112
C 3.780 1.424 0.652
N 3.422 2.058 1.783
C 4.402 2.849 2.497
C 5.735 2.233 2.778
C 4.760 2.447 3.898
C 2.089 2.061 2.163
C 1.630 2.926 3.164
C 0.288 2.981 3.494
N -0.155 3.931 4.442
C -1.532 4.404 4.443
C -1.583 5.704 5.264
N -0.203 6.293 5.287
C 0.730 5.440 6.108
C 0.436 3.970 5.765
C 3.436 0.177 -1.434
O 4.627 0.035 -1.603
O 2.515 -0.002 -2.328
H -0.883 0.710 1.263
H 4.812 1.519 0.342
H 4.370 3.904 2.253
H 6.600 2.876 2.708
H 5.897 1.216 2.450
H 4.959 3.232 4.614
H 4.268 1.570 4.295
H 2.322 3.604 3.644
H -2.239 3.695 4.882
H -1.842 4.590 3.416
H -1.861 5.535 6.302
H -2.266 6.432 4.833
H -0.214 7.251 5.635
H 0.147 6.306 4.327
H 0.551 5.673 7.156
H 1.743 5.734 5.843
H -0.236 3.529 6.512
H 1.360 3.398 5.786
N -0.492 1.352 -4.559
C -0.833 1.673 -3.270
N -1.525 2.738 -2.912
N -1.621 2.633 -1.573
N -1.024 1.577 -1.150
N -0.500 0.925 -2.221
C 0.200 0.223 -4.911
N 0.477 -0.105 -6.153
N 1.169 -1.263 -6.057
N 1.284 -1.636 -4.844
N 0.667 -0.706 -4.061
H -0.792 1.961 -5.302
*
```